C44H39AsINOPS5Ta as an isolated structure in a non-equilibrium geometry, computed with the ωB97M-V functional and the def2-TZVPD basis.

Results
- HOMO level (eV) = -12.808
- max |F| (eV/A) = 2.42
- molar mass (Da) = 1171.885
- relative energy (zero: lowest compared OMol25 entry of this formula, charge and spin) (kJ/mol) = 180.98

Structure (ORCA input):
```
! RIJCOSX wB97M-V def2-TZVPD def2/J DEFGRID3
* xyz 2 1
Ta -0.00400 0.51746 0.11273
I 2.33170 0.44446 1.92013
As -2.58380 0.37266 0.40033
S -0.44110 0.69766 -3.33927
S -1.39270 -1.01424 -2.74057
S -0.30490 2.38156 1.62633
S -0.62280 1.96886 -1.73967
S -0.38460 -1.61514 -1.07347
P 2.38860 0.45036 -1.40417
O -0.25670 -1.21164 1.80843
N -0.78820 -2.99144 3.04313
C -3.80720 2.38676 -1.28127
C -4.58860 3.10356 2.92503
C 2.33710 2.23686 -3.70277
C -4.86990 -3.57704 1.77373
C -4.53310 0.15236 -1.81217
C -4.17620 -3.52344 0.57563
C 7.18810 0.31746 1.18533
C -1.97650 2.60546 2.14553
C -2.24980 3.64276 3.03333
C 2.24250 -3.76964 -3.19287
C -0.23580 -3.84204 2.00653
C -4.59180 2.88236 -2.30747
C 6.26600 0.32206 -2.38507
C 2.41940 2.02416 -2.33337
C -3.77770 1.01576 -1.02207
C -3.53040 -2.35824 0.19873
C 2.48400 4.61126 -3.33237
C 4.44750 0.42086 1.44403
C 1.95010 -2.72934 -4.05647
C 6.38490 0.33446 0.02603
C -1.21180 -0.75284 3.94903
C 4.87740 0.38496 -2.29477
C 6.63420 0.36476 2.43203
C -3.55200 3.87936 3.42893
C 4.95250 0.39316 0.12823
C -5.33470 2.01846 -3.09707
C 2.61970 -3.50214 -1.88497
C 2.37000 3.53336 -4.19287
C -1.36280 -3.61004 4.21773
C -3.00130 1.77436 1.68693
C 2.67660 -2.19614 -1.44757
C -5.29750 0.65616 -2.85277
C -3.55730 -1.22984 1.02243
C 2.53990 3.11586 -1.46607
C 5.24220 0.41476 2.56073
C 2.36600 -1.13874 -2.31307
C -4.90870 -2.46124 2.59583
C 2.00960 -1.41294 -3.62547
C -4.24520 -1.29674 2.23503
C 7.00520 0.29246 -1.23737
C 2.57690 4.40246 -1.96317
C -0.74350 -1.68394 2.87383
C -4.31700 2.05846 2.05753
C 4.21650 0.41346 -1.08107
H -1.66560 0.13176 3.49823
H 2.94770 -1.98024 -0.41667
H -1.91730 -1.20714 4.63223
H 1.75790 -0.62074 -4.31337
H 8.25880 0.26726 1.06273
H -0.87770 -3.26074 5.12833
H -0.48750 -4.87724 2.20553
H -5.86280 -0.01854 -3.47737
H -0.63220 -3.55564 1.03243
H -4.52830 -0.91314 -1.61057
H 2.67680 5.24146 -1.29147
H -4.13860 -4.38914 -0.06857
H 2.18230 -4.78914 -3.53777
H -1.23080 -4.68544 4.15533
H 8.08110 0.23406 -1.27237
H 0.84960 -3.73664 1.97643
H -5.60740 3.31866 3.20533
H -5.37950 -4.48404 2.06223
H -4.26400 -0.43434 2.89483
H -5.46320 -2.49974 3.52233
H 6.73940 0.29246 -3.35287
H -2.43310 -3.40424 4.27493
H 2.61820 2.94526 -0.39247
H 7.24440 0.36196 3.32063
H 2.51500 5.61646 -3.72267
H -4.62370 3.94526 -2.49007
H 4.30890 0.40676 -3.21487
H 1.66480 -2.93604 -5.07567
H 2.86160 -4.30934 -1.21027
H -5.95670 2.40816 -3.88917
H -1.43690 4.25576 3.39163
H -5.11400 1.45216 1.62763
H -3.75890 4.68456 4.11693
H 2.25390 1.41006 -4.39037
H -0.34250 -0.42354 4.52043
H 4.78880 0.44336 3.54003
H 2.30380 3.69996 -5.25647
H -3.21730 3.06856 -0.67397
H -2.99440 -2.33334 -0.74467
*
```

CHBaO2 as an isolated structure in a non-equilibrium geometry, computed with the ωB97M-V functional and the def2-TZVPD basis.

Results
- HOMO level (alpha / beta) (eV) = -19.483 / -20.920
- max |F| (eV/A) = 4.07
- ⟨S²⟩ = 0.7537
- molar mass (Da) = 182.345

Structure (ORCA input):
```
! RIJCOSX wB97M-V def2-TZVPD def2/J DEFGRID3
* xyz 2 2
Ba -2.67122 -0.08707 -1.49209
O 1.38397 -0.01244 0.94545
O -0.34107 -0.00893 -0.23621
C 0.16246 -0.30741 0.87188
H 1.46586 0.41585 -0.08903
*
```

C21H32N5OPRhSe as an isolated structure, computed with the ωB97M-V functional and the def2-TZVPD basis.

Results
- HOMO level (eV) = -10.990
- max |F| (eV/A) = 0.42
- molar mass (Da) = 583.361
- relative energy (zero: lowest compared OMol25 entry of this formula, charge and spin) (kJ/mol) = 0.00

Structure (ORCA input):
```
! RIJCOSX wB97M-V def2-TZVPD def2/J DEFGRID3
* xyz 1 1
Rh -0.23549 -0.43120 0.77906
Se 0.69636 -1.02852 -1.36632
P -2.28996 -0.21904 -0.12934
O 1.72515 -0.65558 1.79233
N -0.36076 0.66687 4.51323
N 2.09810 1.09729 4.52982
N 0.31719 1.44307 0.37045
N -0.99377 -0.90400 2.73239
N -0.06722 2.23118 1.49994
C 0.00998 4.21263 2.81582
C -3.43589 2.33951 -0.31379
C -3.57956 -0.44504 1.11386
C 0.45489 3.62610 1.48164
C 3.08861 -0.38194 1.42521
C 0.19899 -5.11752 -1.93277
C -0.24753 -5.58519 -0.70263
C 0.95800 0.90178 4.52356
C -2.54903 1.41458 -0.85874
C 0.32034 -2.88593 -1.05684
C -3.61584 3.57297 -0.92737
C -2.91169 3.88880 -2.07870
C -0.11680 -3.35074 0.17478
C -0.67909 -0.14758 3.58727
C 0.47932 -3.77301 -2.11640
C -0.40625 -4.69863 0.35021
C -2.02084 2.97242 -2.62556
C 1.97851 3.57028 1.42061
C -1.83723 1.73995 -2.01959
C -2.74512 -1.39315 -1.42874
C -0.12371 4.42847 0.31862
H 3.09005 -0.13160 0.36563
H -2.07877 -1.30152 -2.28220
H -3.06017 4.84764 -2.55698
H -1.47793 3.21482 -3.52952
H 2.38214 4.56929 1.58140
H 0.32581 5.25372 2.88189
H 2.36612 2.91875 2.20660
H -2.67849 -2.41032 -1.04174
H -4.00006 2.10322 0.57913
H -0.23399 -2.70335 1.04669
H -1.15755 1.01562 -2.45957
H 0.81939 -3.41727 -3.08093
H -1.08532 2.23918 1.48844
H -4.31274 4.28440 -0.50496
H 1.69181 -0.93124 2.71598
H -3.77208 -1.17686 -1.72562
H 0.32592 5.42118 0.28966
H -4.55824 -0.29960 0.65555
H -0.46551 -6.63519 -0.56552
H 3.46663 0.43925 2.03312
H 3.69800 -1.27295 1.56552
H -0.00134 1.84407 -0.51631
H 2.35204 3.24179 0.44552
H 0.07229 3.96364 -0.65202
H -3.45034 0.23083 1.95676
H -1.20379 4.54942 0.42642
H -3.49947 -1.46341 1.49358
H 1.33772 1.41839 0.37068
H 0.44818 3.65758 3.64383
H -0.74190 -5.05034 1.31695
H 0.32621 -5.80461 -2.75890
H -1.07823 4.18811 2.91168
*
```

C2H3IN4 in the gas phase in a non-equilibrium geometry, computed with the ωB97M-V functional and the def2-TZVPD basis.

Results
- HOMO level (alpha / beta) (eV) = -9.250 / -9.203
- max |F| (eV/A) = 1.98
- molar mass (Da) = 209.978
- relative energy (zero: lowest compared OMol25 entry of this formula, charge and spin) (kJ/mol) = 300.87

Structure (ORCA input):
```
! RIJCOSX wB97M-V def2-TZVPD def2/J DEFGRID3
* xyz 0 1
I -0.05063 -2.05166 -1.09786
N 1.06735 1.11688 -1.59829
N -0.07913 0.62685 0.19212
N 0.96858 2.20655 -0.91498
N 0.44282 0.19285 -0.92651
C -0.72501 -2.05991 0.76611
C 0.26306 1.90458 0.18695
H -1.78806 -2.03472 0.91615
H -0.11115 -2.50730 1.52506
H 0.01217 2.60588 0.95126
*
```